Molecular formula: C4H6Si
Method: DFT, ωB97M-V with the def2-TZVPD basis set

Structure (XYZ):
```
11
Properties=species:S:1:pos:R:3:forces:R:3
C -1.1316 -0.9336 0.0503 9.924 -0.703 -0.581
C 0.4073 -1.3689 -0.0093 -6.304 1.917 -0.155
Si 1.4548 0.2255 -0.0257 -2.602 -0.407 2.208
C -0.1419 1.2563 0.0959 0.648 -3.272 -0.584
C -1.2331 0.4750 0.0369 -1.269 1.466 0.227
H -1.9362 -1.5469 -0.1102 -1.631 -1.734 -0.037
H 0.4696 -2.4033 -0.2301 0.754 -0.823 0.088
H 2.1621 0.5539 1.2503 0.080 -0.470 -0.176
H 2.3005 0.7053 -1.0557 0.617 -0.097 -1.219
H -0.0711 2.2604 0.0506 -0.518 3.292 0.015
H -2.2803 0.7763 -0.0530 0.301 0.832 0.212
```
Positions in Å, forces in eV/Å.

Results
Energy above the lowest of the compared OMol25 structures with the same formula, charge and spin in kcal/mol: 34.2
Total charge: 0
Structure (SMILES): C1=C[SiH2]C=C1
E_HOMO (spin up / spin down) in eV: -8.17 / -8.23
LUMO energy (spin up / spin down) in Ha: -0.01402 / -0.01428
Gap between HOMO and LUMO (spin up / spin down) in eV: 7.788 / 7.837

Here are the Löwdin charges for atoms 1 to 6, given in e:
1. C -0.08
2. C -0.14
3. Si 0.65
4. C -0.20
5. C -0.26
6. H 0.05

Molecular formula: C3H10N2O6P2
Method: DFT, ωB97M-V with the def2-TZVPD basis set

Structure (XYZ):
```
23
Properties=species:S:1:pos:R:3:forces:R:3
C 0.4327 -1.8362 0.3648 -2.102 2.436 -1.319
C 0.9174 -2.2034 -0.9856 -0.758 1.266 -0.450
C 0.3308 0.6248 0.3473 -1.864 -2.755 -0.146
N -0.0311 -1.8388 -2.0802 0.679 -0.055 0.430
N 1.6626 0.9802 0.3052 -0.691 -1.402 -1.807
O -0.8914 2.7859 -0.6525 -0.333 1.606 0.541
O -2.2331 0.5428 -0.7462 3.073 1.599 -1.175
O -1.9215 0.1766 1.9468 2.415 0.980 -0.314
O 0.4703 0.3995 3.0855 -0.542 0.437 -0.848
O -0.0840 1.0715 -2.3747 -0.974 0.123 1.565
O -0.6858 2.4440 2.0014 0.538 -1.153 0.843
P -0.7275 1.3673 -1.0167 -0.290 -3.019 -1.834
P -0.4914 0.7931 1.9850 -1.446 -0.671 1.379
H 1.1452 -1.8892 1.0981 1.719 0.041 2.017
H -0.5456 -2.1700 0.6754 -0.335 -0.025 0.029
H 1.6989 -1.4265 -1.1239 0.738 -1.284 -0.214
H 1.1967 -3.2816 -1.0308 0.380 0.638 -0.266
H -0.9127 2.6524 1.0829 -0.197 0.755 -0.675
H 0.0246 -0.8156 -2.0459 0.116 -0.021 -0.883
H -0.9685 -1.9197 -1.7318 -0.701 -0.590 0.312
H 1.8799 1.3732 1.1446 1.378 1.316 2.803
H -2.1228 0.6153 0.2247 -1.258 -0.921 0.924
H 1.8563 1.5546 -0.4734 0.454 0.699 -0.913
```
Positions in Å, forces in eV/Å.

Results
Energy above the lowest of the compared OMol25 structures with the same formula, charge and spin in kcal/mol: 30.1
Total charge: -2
E_HOMO (spin up / spin down) in eV: -0.61 / -0.61
LUMO energy (spin up / spin down) in Ha: 0.23875 / 0.23875
Gap between HOMO and LUMO (spin up / spin down) in eV: 7.108 / 7.110

Here are the Löwdin charges for atoms 1 to 6, given in e:
1. C -0.06
2. C -0.39
3. C -0.37
4. N -0.03
5. N 0.04
6. O -0.35

Molecular formula: C20H14ClFN6O2
Method: DFT, ωB97M-V with the def2-TZVPD basis set

Structure (XYZ):
```
44
Properties=species:S:1:pos:R:3:forces:R:3
N 5.0560 1.5899 3.0413 -0.285 0.049 0.785
C 3.9343 0.9399 2.6819 -1.338 1.290 -1.352
N 4.1466 0.3753 1.5171 -0.926 -2.015 -0.857
C 3.1426 -0.3537 0.9591 -2.758 0.447 0.840
N 1.8696 -0.3805 1.4289 1.579 -0.192 -1.773
N 1.5452 0.4133 2.4915 1.269 -1.061 -0.956
C 0.2889 0.3867 3.1358 3.094 2.278 1.070
C -1.0651 0.1777 2.6461 -0.770 -1.106 -0.113
C -2.2284 0.1434 3.4479 2.010 1.172 0.439
C -3.4726 -0.0196 2.9335 -2.172 -0.703 -0.731
C -3.6975 -0.2909 1.5885 2.666 -0.238 -1.468
F -4.9356 -0.5269 1.1014 0.889 0.232 0.306
C -2.5066 -0.3758 0.7472 -2.130 1.220 1.352
N -2.5410 -0.6109 -0.6552 -0.659 2.087 -0.512
C -2.5206 -1.9311 -1.1506 2.111 0.077 -1.337
C -1.8644 -2.0140 -2.5190 1.450 4.014 -1.193
N -2.7215 -1.2233 -3.5343 0.235 0.546 0.540
C -3.0894 0.0706 -3.0557 0.309 -0.365 -1.344
C -3.5717 1.0478 -3.9430 0.758 -2.791 1.768
C -3.8228 0.6854 -5.2795 0.007 -2.245 -0.425
C -3.5990 -0.5985 -5.7679 -0.031 3.691 0.284
C -2.9984 -1.5938 -4.8918 -1.097 -1.289 -1.937
O -2.9373 -2.7025 -5.4538 1.277 0.167 2.443
C -2.9515 0.3774 -1.5552 -0.644 2.157 -0.262
O -3.2515 1.5480 -1.2801 0.789 -2.126 0.665
C -1.2659 -0.0907 1.3178 -1.688 -1.069 -0.256
C 0.5979 1.1110 4.2731 1.639 0.968 0.570
C 1.9581 1.6202 4.3416 -0.776 -1.252 1.018
Cl 2.7960 2.3228 5.8429 -1.212 -0.861 -2.306
C 2.5712 1.1041 3.2104 -0.087 -0.847 0.013
H 5.7960 1.1828 2.5069 0.726 0.239 -0.023
H 5.2473 1.9078 3.9554 -0.030 0.313 0.954
H 3.3118 -0.9439 -0.0006 -0.149 0.873 1.641
H -2.1245 0.3950 4.4891 -0.109 -0.199 0.329
H -4.3676 -0.0248 3.5555 0.335 0.162 0.116
H -2.0705 -2.6197 -0.4576 0.256 -0.146 0.282
H -3.4690 -2.2306 -1.4082 -2.663 -1.156 0.071
H -0.7386 -1.6949 -2.6847 -2.254 -0.170 0.844
H -1.8673 -2.9848 -2.7436 -0.287 -3.886 -1.489
H -3.8819 1.9851 -3.5829 -0.132 0.897 0.591
H -4.3624 1.3835 -5.8692 -0.069 0.645 -0.704
H -3.8056 -0.7278 -6.8797 0.391 -0.666 1.935
H -0.4695 -0.3512 0.7093 1.707 0.254 -1.191
H -0.1095 1.2881 5.0053 -1.229 0.605 1.372
```
Positions in Å, forces in eV/Å.

Results
Energy above the lowest of the compared OMol25 structures with the same formula, charge and spin in kcal/mol: 63.8
Total charge: 0
Structure (SMILES): Nc1ncnn2c(-c3ccc(F)c(N4CCn5c(cccc5=O)C4=O)c3)cc(Cl)c12
E_HOMO in eV: -8.31
LUMO energy in Ha: -0.00772
Gap between HOMO and LUMO in eV: 8.103

Here are the Löwdin charges for atoms 1 to 6, given in e:
1. N 0.16
2. C -0.31
3. N 0.08
4. C -0.16
5. N 0.08
6. N -0.03